Record 1
Density functional theory data (the ωB97M-V functional and the def2-TZVPD basis) for a structure of composition C40H24Cl2F5N3O3Pr.

```
78
Properties=species:S:1:pos:R:3:lowdin_charge:R:1
Pr 0.25 -0.58 0.26 1.24
C -3.22 -0.64 -0.35 -0.09
C -3.70 0.59 -0.78 -0.10
C -3.43 1.03 -2.07 -0.12
C -2.66 0.26 -2.92 -0.07
C -2.17 -0.97 -2.49 -0.08
C -2.45 -1.42 -1.21 -0.13
H -3.48 -1.00 0.64 0.11
H -4.29 1.20 -0.11 0.10
H -3.81 1.99 -2.40 0.08
H -2.42 0.61 -3.91 0.11
H -1.58 -1.57 -3.16 0.09
H -2.16 -2.42 -0.91 0.11
C 4.84 -1.66 1.28 -0.10
C 5.15 -0.90 2.40 -0.11
C 4.25 0.07 2.81 -0.06
C 3.06 0.28 2.11 -0.20
C 2.66 -0.54 1.03 -0.15
C 3.62 -1.49 0.65 -0.13
C 2.22 1.45 2.47 -0.20
C 2.84 2.57 3.10 -0.01
C 2.10 3.63 3.50 -0.01
C 0.70 3.60 3.30 -0.16
C -0.14 4.62 3.79 -0.05
C -1.49 4.55 3.62 -0.09
C -2.04 3.45 2.92 -0.08
C -1.24 2.47 2.41 -0.02
C 0.16 2.50 2.59 -0.17
N 0.93 1.45 2.17 0.15
H 5.54 -2.40 0.91 0.09
H 6.07 -1.07 2.94 0.09
H 4.48 0.64 3.71 0.10
H 3.41 -2.15 -0.19 0.08
H 3.91 2.57 3.23 0.10
H 2.55 4.49 3.98 0.11
H 0.31 5.45 4.32 0.11
H -2.14 5.32 4.01 0.10
H -3.11 3.41 2.77 0.10
H -1.68 1.66 1.85 0.09
Cl -2.31 3.92 -0.71 0.72
C -0.68 3.61 -1.23 -0.55
C 0.01 4.66 -1.84 -0.14
C 1.26 4.47 -2.34 -0.62
Cl 2.09 5.82 -3.09 0.65
C 1.88 3.21 -2.29 -0.17
C 3.14 2.91 -2.83 -0.03
C 3.63 1.64 -2.74 -0.03
C 2.87 0.66 -2.09 -0.11
N 1.70 0.90 -1.56 0.09
C 1.17 2.15 -1.66 -0.11
C -0.15 2.32 -1.08 -0.36
O -0.74 1.34 -0.51 -0.23
H -0.47 5.63 -1.92 0.10
H 3.71 3.70 -3.31 0.08
H 4.60 1.38 -3.16 0.10
H 3.25 -0.35 -1.98 0.11
F -1.26 -2.41 1.40 -0.09
C -0.65 -1.58 2.41 -0.27
F -1.46 -0.41 2.22 -0.11
C -1.14 -2.17 3.71 -0.59
F -0.73 -1.41 4.75 0.13
F -0.64 -3.40 3.88 0.14
F -2.48 -2.28 3.82 0.12
O 0.94 -1.48 -4.03 0.08
C 1.15 -2.20 -3.07 -0.43
N 0.74 -1.98 -1.78 0.06
C 1.16 -3.01 -1.00 -0.47
O 0.95 -3.06 0.22 0.00
C 1.90 -4.01 -1.82 -0.08
C 2.52 -5.20 -1.50 0.00
C 3.16 -5.89 -2.52 -0.08
C 3.17 -5.39 -3.82 -0.08
C 2.54 -4.19 -4.13 -0.01
C 1.91 -3.51 -3.12 -0.08
H 2.50 -5.57 -0.48 0.12
H 3.66 -6.83 -2.30 0.10
H 3.68 -5.94 -4.60 0.10
H 2.55 -3.80 -5.15 0.12
```

<S²> = 2.002
frontier orbital gap (spin up / spin down) = 7.452 / 7.459 eV
total charge = -1
energy relative to the best compared isomer or geometry (same formula, charge and spin) = 0.000 eV
spin multiplicity = 3

***

Record 2
Density functional theory data (the ωB97M-V functional and the def2-TZVPD basis) for a structure of composition C20H22O10P2SSbW at a distorted geometry.

```
57
Properties=species:S:1:pos:R:3:lowdin_charge:R:1
W 1.09 -2.40 -0.58 1.74
O 2.06 -3.63 -2.93 -0.12
P 1.35 -4.91 -2.25 0.37
O 0.96 -5.94 -3.17 -0.12
O 0.38 -4.03 -1.36 -0.37
O 3.03 -3.00 -0.58 -0.31
P 2.76 -4.39 0.08 0.31
O 3.94 -4.92 0.88 0.05
O 2.42 -5.39 -1.09 -0.16
O 1.51 -3.98 0.86 -0.33
H 2.59 -3.83 -3.72 0.14
H 4.21 -5.85 0.86 0.16
C 2.02 -1.68 2.64 -0.02
O 2.07 -1.39 1.19 -0.35
H 3.03 -1.89 2.98 0.12
H 1.39 -2.55 2.78 0.08
H 1.62 -0.80 3.13 0.09
H 2.95 -1.07 0.94 0.12
O 0.08 -1.66 -2.04 -0.27
C 0.89 -0.53 -2.21 -0.46
O 1.73 -0.64 -1.09 -0.25
H 1.47 -0.60 -3.14 0.20
S -0.75 -1.97 0.81 0.44
Sb -0.73 0.38 0.35 1.63
C 0.44 1.48 1.70 -0.37
C 1.81 1.68 1.57 -0.13
C 2.46 2.42 2.54 -0.02
C 1.74 2.93 3.62 -0.01
C 0.38 2.71 3.74 -0.02
C -0.29 1.97 2.77 -0.11
C -0.01 0.69 -2.11 -0.26
C -1.26 0.63 -2.79 0.01
C -2.00 1.77 -2.96 0.01
C -1.53 2.99 -2.47 0.03
C -0.30 3.09 -1.82 -0.02
C 0.48 1.96 -1.67 -0.04
C -2.66 1.12 0.19 -0.39
C -2.85 2.49 0.39 -0.12
C -4.15 2.98 0.33 -0.02
C -5.21 2.12 0.09 0.00
C -4.99 0.75 -0.10 -0.02
C -3.71 0.24 -0.05 -0.10
H 2.37 1.28 0.73 0.10
H 3.52 2.61 2.46 0.13
H 2.26 3.51 4.38 0.13
H -0.17 3.11 4.58 0.13
H -1.36 1.80 2.87 0.11
H -1.60 -0.33 -3.18 0.15
H -2.95 1.73 -3.48 0.14
H -2.11 3.89 -2.63 0.15
H 0.07 4.05 -1.49 0.14
H 1.48 2.03 -1.27 0.13
H -2.02 3.15 0.61 0.11
H -4.33 4.04 0.49 0.13
H -6.22 2.51 0.05 0.14
H -5.83 0.09 -0.28 0.13
H -3.54 -0.82 -0.19 0.10
```

frontier orbital gap = 6.504 eV
total charge = +3
energy relative to the best compared isomer or geometry (same formula, charge and spin) = 0.000 eV

***

Record 3
Density functional theory data (the ωB97M-V functional and the def2-TZVPD basis) for a structure of composition C40H60GeN5P3Rh at a distorted geometry.

```
110
Properties=species:S:1:pos:R:3:lowdin_charge:R:1
Rh -0.42 0.59 -1.24 0.31
C -2.04 -3.10 -1.73 -0.11
C -1.27 -2.47 -2.94 -0.51
C -0.80 -3.71 -3.77 -0.10
P 0.14 -1.30 -2.57 1.00
C 1.53 -2.27 -1.57 -0.26
N 1.52 -2.05 -0.12 -0.08
Ge 0.44 -0.59 0.69 0.87
N 1.21 0.75 1.81 -0.19
C 1.40 2.08 1.32 -0.38
P 1.20 2.11 -0.51 1.00
C 2.98 2.02 -1.04 -0.50
C 3.74 0.89 -0.31 -0.08
C 3.78 3.33 -0.86 -0.09
C 0.63 3.92 -1.04 -0.50
C 0.98 4.34 -2.51 -0.07
C 0.76 4.98 -0.01 -0.11
C 1.15 0.51 3.19 -0.22
C 1.05 1.53 4.17 -0.01
C 0.98 1.19 5.51 -0.07
C 0.79 -0.14 5.93 -0.04
C 0.78 -1.16 4.94 0.01
C 1.01 -0.77 3.64 -0.20
N 1.09 -1.75 2.58 -0.06
C 2.42 -2.20 2.16 -0.16
C 3.45 -2.41 3.04 0.05
C 4.67 -2.90 2.52 -0.01
C 4.75 -3.36 1.25 -0.03
C 3.72 -3.04 0.32 0.04
C 2.55 -2.40 0.77 -0.21
C 0.11 -2.73 2.60 -0.25
C 0.39 -4.12 2.81 0.01
C -0.75 -4.91 2.99 -0.06
C -2.07 -4.34 3.12 -0.08
C -2.32 -3.02 2.77 -0.01
C -1.17 -2.24 2.36 -0.23
N -1.24 -1.07 1.56 -0.14
C -2.48 -0.34 1.32 -0.33
P -2.52 0.90 -0.10 1.03
C -2.84 2.55 0.72 -0.52
C -2.18 2.85 2.09 -0.08
C -4.26 3.08 0.68 -0.10
C -4.07 0.49 -1.09 -0.50
C -4.33 1.53 -2.19 -0.13
C -5.40 0.05 -0.43 -0.08
C 1.03 -1.11 -4.21 -0.46
C 0.10 -0.78 -5.45 -0.07
C 2.22 -0.16 -3.90 -0.12
H -2.79 -3.75 -2.26 0.10
H -2.48 -2.33 -1.07 0.05
H -1.42 -3.79 -1.15 0.08
H -2.04 -1.92 -3.53 0.12
H 0.26 -3.89 -3.67 0.05
H -1.06 -3.66 -4.87 0.10
H -1.39 -4.58 -3.41 0.08
H 2.50 -1.84 -1.99 0.09
H 1.41 -3.38 -1.72 0.12
H 2.36 2.55 1.55 0.11
H 0.58 2.72 1.69 0.07
H 2.81 1.83 -2.10 0.07
H 3.40 0.82 0.67 0.03
H 4.79 1.19 -0.33 0.10
H 3.67 -0.08 -0.81 0.06
H 4.06 3.53 0.22 0.11
H 3.25 4.19 -1.26 0.05
H 4.74 3.34 -1.39 0.10
H -0.47 3.65 -1.09 0.07
H 2.07 4.26 -2.69 0.07
H 0.61 5.38 -2.58 0.10
H 0.41 3.67 -3.17 0.04
H -0.10 4.92 0.69 0.07
H 0.67 5.98 -0.41 0.09
H 1.71 4.89 0.56 0.09
H 1.05 2.60 3.87 0.12
H 1.03 1.98 6.27 0.12
H 0.49 -0.40 6.96 0.12
H 0.56 -2.16 5.24 0.13
H 3.29 -2.10 4.12 0.16
H 5.52 -3.02 3.14 0.12
H 5.57 -3.90 0.82 0.12
H 3.82 -3.33 -0.74 0.13
H 1.39 -4.46 2.99 0.11
H -0.49 -5.99 2.98 0.12
H -2.85 -5.01 3.46 0.10
H -3.35 -2.57 2.80 0.12
H -2.63 0.29 2.23 0.10
H -3.40 -0.96 1.28 0.09
H -2.36 3.23 0.01 0.08
H -3.04 2.89 2.77 0.09
H -1.72 3.80 2.12 0.06
H -1.42 2.12 2.39 0.06
H -4.88 2.79 1.56 0.10
H -4.76 2.60 -0.20 0.05
H -4.26 4.19 0.58 0.11
H -3.63 -0.36 -1.60 0.06
H -3.98 1.31 -3.25 0.10
H -3.93 2.49 -2.11 0.04
H -5.41 1.69 -2.28 0.09
H -6.30 0.10 -1.07 0.10
H -5.63 0.54 0.51 0.07
H -5.27 -1.03 -0.22 0.08
H 1.48 -2.07 -4.45 0.10
H 0.58 -0.11 -6.15 0.08
H -0.77 -0.25 -5.05 0.03
H -0.15 -1.70 -5.99 0.07
H 1.95 0.54 -3.12 0.00
H 2.54 0.46 -4.70 0.08
H 3.13 -0.62 -3.49 0.08
N -1.14 1.91 -3.96 0.05
C -1.00 1.56 -2.85 -0.45
```

<S²> = 8.821
frontier orbital gap (spin up / spin down) = 4.449 / 4.578 eV
total charge = +2
energy relative to the best compared isomer or geometry (same formula, charge and spin) = 0.721 eV
spin multiplicity = 6

***

Record 4
Density functional theory data (the ωB97M-V functional and the def2-TZVPD basis) for an isolated molecule of C4H8N2O at a distorted geometry.

```
15
Properties=species:S:1:pos:R:3:lowdin_charge:R:1
C -1.47 -0.27 1.12 -0.01
C -0.08 -0.12 0.53 -0.59
O 0.70 -1.22 0.95 0.00
C 0.53 1.16 1.02 -0.15
N 1.00 2.17 1.33 0.17
C -0.08 -0.03 -1.01 -0.22
N 1.30 0.01 -1.47 0.01
H -1.42 -0.20 2.21 0.10
H -1.87 -1.25 0.85 0.09
H -2.14 0.52 0.75 0.09
H 1.44 -1.27 0.32 0.10
H -0.70 0.83 -1.31 0.13
H -0.56 -0.94 -1.39 0.13
H 1.75 0.86 -1.13 0.07
H 1.34 0.05 -2.48 0.08
```

SMILES string = C[C@](O)(C#N)CN
frontier orbital gap = 11.196 eV
energy relative to the best compared isomer or geometry (same formula, charge and spin) = 1.274 eV

***

Record 5
Density functional theory data (the ωB97M-V functional and the def2-TZVPD basis) for an isolated molecule of C3H3F2N at a distorted geometry.

```
9
Properties=species:S:1:pos:R:3:lowdin_charge:R:1
C -0.69 0.76 0.00 0.02
C -0.01 -0.58 0.00 -0.59
F -0.40 -1.31 -1.09 0.09
F -0.39 -1.29 1.11 0.08
C 1.46 -0.48 0.00 -0.09
N 2.61 -0.37 -0.01 0.19
H -1.78 0.59 -0.03 0.11
H -0.39 1.33 0.88 0.10
H -0.41 1.34 -0.87 0.09
```

SMILES string = CC(F)(F)C#N
frontier orbital gap = 13.636 eV
energy relative to the best compared isomer or geometry (same formula, charge and spin) = 0.050 eV

***

Record 6
Density functional theory data (the ωB97M-V functional and the def2-TZVPD basis) for a structure of composition C2H3LiOPt at a distorted geometry.

```
8
Properties=species:S:1:pos:R:3:lowdin_charge:R:1
C 0.75 -0.23 -0.85 -0.12
C 0.64 -0.51 0.48 -0.65
O 0.05 0.41 1.32 -0.63
Li -0.99 0.63 0.07 0.51
H 1.17 -0.96 -1.54 0.05
H 0.48 0.75 -1.28 0.04
Pt 0.56 -1.02 2.27 0.65
H -2.65 0.92 -0.47 0.15
```

<S²> = 2.005
frontier orbital gap (spin up / spin down) = 5.538 / 5.012 eV
energy relative to the best compared isomer or geometry (same formula, charge and spin) = 0.023 eV
spin multiplicity = 3

***

Record 7
Density functional theory data (the ωB97M-V functional and the def2-TZVPD basis) for a structure of composition C20H40NOP3STl at a distorted geometry.

```
67
Properties=species:S:1:pos:R:3:lowdin_charge:R:1
Tl 2.68 -0.91 -0.02 0.91
P 2.54 0.73 -2.41 0.80
P 0.15 -2.09 -1.15 0.84
P 1.37 2.26 1.19 0.82
H 0.28 -3.56 3.41 0.04
C 0.17 -2.67 4.01 -0.06
C -0.85 -1.80 3.74 -0.08
H -1.70 -2.11 3.11 0.05
C 4.28 -0.06 -2.44 -0.22
C 1.72 0.06 -3.94 -0.20
C 2.88 2.42 -2.99 -0.17
C -0.99 -2.77 0.10 -0.22
C -1.10 -1.98 -2.48 -0.22
C 0.72 -3.75 -1.69 -0.26
C 0.44 1.70 2.68 -0.27
C 0.55 3.90 0.90 -0.26
C 2.93 2.82 1.98 -0.28
H 1.05 -2.31 4.54 0.05
H -0.95 -0.85 4.25 0.05
H 4.12 0.04 -3.49 0.05
H 4.42 -1.14 -2.18 0.09
H 5.11 0.54 -2.07 0.10
H 2.21 0.25 -4.91 0.09
H 0.74 0.56 -4.00 0.07
H 1.54 -1.01 -3.86 0.04
H 3.26 2.44 -4.02 0.10
H 3.56 2.97 -2.33 0.08
H 1.91 2.92 -3.00 0.06
H -1.16 -3.84 -0.07 0.09
H -1.94 -2.24 0.03 0.05
H -0.55 -2.62 1.09 0.02
H -1.35 -2.97 -2.89 0.09
H -0.69 -1.35 -3.27 0.03
H -2.01 -1.51 -2.09 0.05
H -0.08 -4.45 -1.97 0.08
H 1.30 -4.17 -0.86 0.06
H 1.36 -3.57 -2.56 0.05
H 0.72 2.24 3.60 0.07
H 0.62 0.63 2.81 0.01
H -0.63 1.85 2.49 0.05
H 0.80 4.68 1.64 0.07
H -0.54 3.78 0.87 0.03
H 0.86 4.25 -0.09 0.04
H 2.68 3.44 2.85 0.06
H 3.48 3.41 1.24 0.05
H 3.57 1.98 2.28 0.00
C 5.14 -0.43 0.95 -0.44
C 6.21 -0.88 0.08 0.05
C 7.44 -1.07 0.66 0.01
C 7.67 -0.89 2.01 0.04
C 6.66 -0.46 2.87 0.02
C 5.35 -0.25 2.36 0.07
O 4.22 0.37 0.55 -0.25
H 3.02 -0.60 -1.76 -0.11
H 5.85 -0.70 -0.92 0.07
H 8.20 -1.39 0.02 0.12
H 8.65 -1.05 2.39 0.14
H 6.86 -0.25 3.96 0.15
H 4.53 0.25 2.96 0.15
S -1.93 2.99 -1.58 1.06
C -3.01 1.99 -0.67 -0.34
C -2.39 0.84 -0.31 -0.25
N -1.07 0.74 -0.67 -0.05
C -0.69 1.80 -1.36 -0.54
H -4.07 2.25 -0.48 0.10
H -2.87 0.00 0.23 0.12
H 0.30 1.94 -1.82 0.00
```

frontier orbital gap (spin up / spin down) = 4.952 / 4.321 eV
total charge = +3
energy relative to the best compared isomer or geometry (same formula, charge and spin) = 7.824 eV

***

Record 8
Density functional theory data (the ωB97M-V functional and the def2-TZVPD basis) for a cluster of 8 separate species, C28H79N7O8 in total at a distorted geometry.

```
122
Properties=species:S:1:pos:R:3:lowdin_charge:R:1
C -1.55 1.66 -3.90 -0.05
O -0.28 1.06 -4.44 -0.24
C -0.47 0.22 -5.57 -0.19
C 0.91 -0.19 -6.09 -0.46
C 1.84 0.96 -6.43 -0.06
N 0.82 -1.01 -7.28 0.05
H -2.08 2.21 -4.68 0.09
H -1.31 2.21 -2.99 0.08
H -2.28 0.95 -3.52 0.08
H -1.20 -0.57 -5.43 0.13
H -0.86 0.81 -6.40 0.12
H 1.36 -0.69 -5.24 0.12
H 2.08 1.65 -5.62 0.06
H 1.36 1.50 -7.24 0.09
H 2.81 0.58 -6.75 0.08
H 0.67 -1.96 -6.96 0.08
H 1.75 -1.15 -7.63 0.07
C -0.26 -1.30 6.41 -0.09
O -0.20 -2.09 5.20 -0.20
C -0.69 -1.37 4.03 -0.18
C -0.81 -2.31 2.82 -0.40
C 0.52 -2.88 2.28 -0.07
N -1.50 -1.79 1.65 0.06
H -1.30 -1.06 6.59 0.08
H 0.41 -0.45 6.27 0.08
H 0.12 -1.85 7.27 0.08
H -1.73 -1.10 4.25 0.12
H -0.05 -0.54 3.76 0.12
H -1.19 -3.22 3.28 0.14
H 1.20 -2.28 1.68 0.06
H 0.30 -3.74 1.64 0.07
H 1.14 -3.36 3.03 0.07
H -1.14 -0.89 1.37 0.05
H -2.42 -1.57 2.01 0.09
C 4.63 1.74 -3.53 -0.10
O 4.69 2.35 -2.24 -0.18
C 3.68 3.36 -2.14 -0.19
C 3.83 4.13 -0.79 -0.43
C 3.48 3.40 0.51 -0.07
N 3.13 5.39 -0.79 0.04
H 5.21 2.34 -4.24 0.09
H 3.66 1.40 -3.88 0.06
H 5.12 0.79 -3.28 0.09
H 3.72 4.06 -2.98 0.12
H 2.69 2.92 -2.11 0.11
H 4.90 4.26 -0.64 0.13
H 2.40 3.23 0.52 0.05
H 3.73 3.95 1.42 0.08
H 3.95 2.43 0.64 0.08
H 3.65 6.18 -1.14 0.07
H 2.38 5.26 -1.45 0.07
C -6.33 -4.54 -0.83 -0.13
O -5.33 -3.72 -1.43 -0.21
C -3.95 -3.92 -0.94 -0.16
C -2.96 -2.94 -1.58 -0.44
C -2.95 -3.07 -3.09 -0.06
N -1.65 -3.08 -0.94 0.04
H -6.16 -5.60 -1.00 0.08
H -7.31 -4.28 -1.22 0.08
H -6.47 -4.41 0.25 0.08
H -3.85 -3.79 0.14 0.11
H -3.85 -4.99 -1.11 0.12
H -3.31 -1.96 -1.26 0.12
H -2.77 -4.09 -3.43 0.08
H -2.31 -2.34 -3.58 0.05
H -3.94 -2.80 -3.47 0.07
H -1.64 -2.81 0.03 0.00
H -1.05 -2.35 -1.32 0.02
C -2.36 4.10 4.40 -0.12
O -2.31 5.24 5.23 -0.19
C -3.47 6.01 5.24 -0.20
C -3.39 7.17 6.29 -0.41
C -3.07 6.63 7.72 -0.07
N -4.60 8.00 6.40 0.02
H -2.50 4.29 3.34 0.08
H -3.15 3.43 4.74 0.09
H -1.48 3.49 4.60 0.08
H -3.63 6.41 4.24 0.12
H -4.31 5.43 5.62 0.12
H -2.55 7.83 6.07 0.13
H -3.91 6.00 8.03 0.07
H -3.03 7.48 8.39 0.07
H -2.13 6.08 7.74 0.07
H -4.37 8.76 7.02 0.06
H -5.44 7.57 6.77 0.07
C 3.56 -3.13 -0.91 -0.09
O 4.27 -4.11 -1.64 -0.18
C 3.78 -5.42 -1.62 -0.23
C 3.50 -6.08 -0.30 -0.45
C 4.71 -6.14 0.56 -0.07
N 3.04 -7.49 -0.53 0.03
H 2.82 -2.74 -1.61 0.07
H 4.23 -2.31 -0.68 0.09
H 3.09 -3.46 0.02 0.08
H 2.88 -5.31 -2.22 0.13
H 4.46 -6.02 -2.22 0.13
H 2.66 -5.58 0.18 0.13
H 4.48 -6.64 1.50 0.08
H 5.09 -5.14 0.75 0.08
H 5.48 -6.68 0.01 0.09
H 3.76 -7.93 -1.08 0.06
H 2.77 -8.01 0.30 0.07
C -0.71 1.92 1.82 -0.07
O -0.62 0.83 0.90 -0.26
C 0.34 1.01 -0.14 -0.15
C 0.53 -0.14 -1.16 -0.39
C 1.72 0.07 -2.12 -0.05
N -0.62 -0.33 -2.00 0.07
H 0.12 2.61 1.96 0.10
H -0.96 1.53 2.80 0.08
H -1.55 2.57 1.56 0.08
H 0.09 1.89 -0.73 0.13
H 1.36 1.11 0.23 0.11
H 0.73 -1.08 -0.64 0.12
H 2.62 0.38 -1.59 0.08
H 1.59 0.85 -2.87 0.06
H 1.95 -0.84 -2.68 0.08
H -0.51 0.36 -2.72 0.01
H -1.43 -0.10 -1.43 0.04
O -2.94 0.85 -0.38 -0.05
H -3.48 0.97 0.40 0.04
H -2.04 0.82 -0.06 -0.04
```

SMILES string = COC[C@H](C)N.COC[C@H](C)N.COC[C@H](C)N.COC[C@H](C)N.COC[C@H](C)N.COC[C@H](C)N.COC[C@H](C)N.O
frontier orbital gap = 8.330 eV
energy relative to the best compared isomer or geometry (same formula, charge and spin) = 3.131 eV